1.
# C14H14N2O2

A molecular structure, C14H14N2O2 in a non-equilibrium geometry (ωB97M-V/def2-TZVPD, OMol25).

Atoms and positions in Å:
C (-1.810, -3.910, -0.150)
C (-2.553, -2.656, -0.187)
O (-1.665, -1.454, -0.127)
C (-2.294, -0.310, -0.078)
C (-3.674, -0.151, -0.210)
C (-4.169, 1.263, 0.052)
C (-3.276, 2.243, 0.231)
C (-1.852, 2.102, -0.052)
C (-1.456, 0.790, -0.084)
N (-0.020, 0.335, 0.005)
C (0.996, 1.359, 0.073)
O (0.953, 2.470, -0.021)
C (2.348, 0.191, -0.068)
C (2.494, -0.786, 0.682)
C (3.698, -1.515, 0.463)
C (4.678, -0.884, 0.067)
N (4.660, 0.176, -0.570)
C (3.413, 0.880, -0.484)
H (3.483, 2.017, -1.090)
H (5.702, -1.253, -0.009)
H (3.815, -2.468, 0.960)
H (1.534, -1.247, 1.328)
H (0.053, -0.506, -0.001)
H (-1.161, 2.918, 0.292)
H (-3.513, 3.569, -0.132)
H (-5.087, 1.594, -0.015)
H (-4.429, -0.941, -0.108)
H (-3.286, -2.404, -1.121)
H (-3.447, -2.703, 0.805)
H (-2.471, -4.820, -0.236)
H (-1.245, -3.880, 0.615)
H (-1.233, -3.908, -1.224)

Values from the calculation:
energy relative to the best compared isomer or geometry (same formula, charge and spin)	1093.0	kJ/mol
2S+1	1
net charge	0
HOMO-LUMO gap	0.337	Ha

Atom charges from the natural (NBO) analysis, given in e for atoms 1 to 6:
1 C -0.624
2 C -0.051
3 O -0.519
4 C 0.271
5 C -0.300
6 C -0.230


2.
# C14H14N4S

A molecular structure, C14H14N4S in a non-equilibrium geometry (ωB97M-V/def2-TZVPD, OMol25).

Atoms and positions in Å:
C (-3.694, -0.626, 1.406)
C (-3.057, 0.366, 0.368)
N (-3.633, 1.579, 0.005)
C (-2.905, 2.080, -0.876)
C (-1.807, 1.199, -1.179)
N (-2.039, 0.167, -0.187)
C (-1.177, -0.934, 0.004)
N (-1.620, -2.000, -0.405)
C (-0.827, -3.028, -0.435)
N (0.579, -3.046, -0.341)
C (0.999, -1.599, -0.139)
C (0.193, -0.512, -0.106)
C (1.158, 0.327, 0.166)
C (2.474, 0.260, 0.311)
S (2.754, -1.523, -0.191)
C (3.419, 1.179, 0.621)
C (3.150, 2.268, -0.309)
C (1.639, 2.865, -0.025)
C (0.915, 2.020, 0.612)
H (1.009, 2.060, 1.860)
H (-0.290, 2.144, 0.451)
H (1.078, 3.220, -0.909)
H (1.685, 3.970, 0.509)
H (3.760, 3.285, 0.005)
H (3.218, 2.314, -1.651)
H (4.564, 0.868, 0.219)
H (3.514, 1.312, 1.550)
H (-1.189, -3.869, -0.461)
H (-1.059, 1.471, -1.549)
H (-3.198, 3.010, -1.221)
H (-4.692, -0.165, 1.642)
H (-3.902, -1.611, 0.696)
H (-3.030, -0.726, 2.179)

Values from the calculation:
energy relative to the best compared isomer or geometry (same formula, charge and spin)	1277.7	kJ/mol
2S+1	1
net charge	0
HOMO-LUMO gap	0.271	Ha

Atom charges from the natural (NBO) analysis, given in e for atoms 1 to 6:
1 C -0.654
2 C 0.422
3 N -0.503
4 C 0.003
5 C -0.209
6 N -0.342


3.
# C14H14N6O2S

A single C14H14N6O2S molecule in a non-equilibrium geometry (ωB97M-V/def2-TZVPD, OMol25).

Atoms and positions in Å:
C (2.310, 1.591, -2.795)
C (1.341, 1.724, -1.554)
C (0.599, 0.417, -1.417)
C (1.003, -0.640, -0.738)
S (2.520, -0.706, 0.209)
C (1.786, -0.639, 1.898)
C (1.048, 0.531, 2.180)
C (0.585, 0.754, 3.494)
C (0.665, -0.257, 4.494)
N (0.235, 0.071, 5.866)
O (-0.936, 0.573, 5.990)
O (0.905, -0.162, 6.873)
C (1.380, -1.449, 4.182)
C (1.886, -1.672, 2.857)
N (0.064, -1.665, -0.977)
C (-1.049, -1.202, -1.596)
N (-2.088, -1.832, -1.860)
C (-2.995, -1.211, -2.602)
N (-4.163, -1.927, -2.621)
N (-2.980, 0.077, -3.056)
C (-1.871, 0.690, -2.626)
N (-1.953, 1.904, -2.962)
C (-0.823, 0.075, -1.923)
H (2.944, 0.662, -2.719)
H (1.653, 1.351, -3.718)
H (2.973, 2.487, -2.901)
H (1.905, 1.871, -0.659)
H (0.641, 2.524, -1.752)
H (0.708, 1.246, 1.428)
H (0.136, 1.777, 3.566)
H (1.508, -2.195, 4.974)
H (2.611, -2.480, 2.650)
H (0.262, -2.584, -0.711)
H (-4.092, -2.561, -1.888)
H (-4.940, -1.376, -2.579)
H (-1.088, 2.351, -3.282)
H (-2.689, 1.883, -3.725)

Values from the calculation:
2S+1	1
SMILES string	CCc1c(Sc2ccc([N+](=O)[O-])cc2)[nH]c2nc(N)nc(N)c12
net charge	0
HOMO-LUMO gap	0.267	Ha

Atom charges from the natural (NBO) analysis, given in e for atoms 1 to 6:
1 C -0.603
2 C -0.437
3 C -0.009
4 C -0.050
5 S 0.261
6 C -0.114


4.
# C14H15Br12FN4OS

A molecular structure, C14H15Br12FN4OS in a non-equilibrium geometry (ωB97M-V/def2-TZVPD, OMol25).

Atoms and positions in Å:
N (-0.689, -2.281, 3.487)
C (-0.772, -2.093, 2.362)
C (-0.841, -1.835, 0.924)
C (-1.592, -0.506, 0.753)
C (-2.262, -0.404, -0.605)
F (-3.060, -1.527, -0.780)
C (0.641, -1.852, 0.448)
C (1.055, -3.249, 0.633)
N (1.321, -4.360, 0.701)
C (0.871, -1.537, -1.038)
C (1.253, -0.087, -1.434)
S (1.559, 1.139, -0.134)
C (3.021, 0.569, 0.644)
N (3.777, 1.426, 1.255)
N (4.815, 0.682, 1.819)
C (4.599, -0.546, 1.486)
O (3.481, -0.705, 0.733)
H (-1.407, -2.639, 0.468)
H (-2.419, -0.522, 1.459)
H (-1.002, 0.371, 0.999)
H (-1.563, -0.352, -1.434)
H (-2.937, 0.447, -0.609)
H (1.260, -1.282, 1.129)
H (1.672, -2.176, -1.394)
H (-0.012, -1.865, -1.577)
H (0.504, 0.349, -2.082)
H (2.152, -0.146, -2.042)
H (5.229, -1.359, 1.787)
C (4.825, -0.243, -4.727)
Br (3.434, -1.146, -5.702)
Br (5.266, 1.453, -5.515)
Br (4.364, -0.055, -2.864)
H (5.708, -0.862, -4.776)
C (-1.853, -1.427, 7.224)
Br (-1.808, 0.436, 6.745)
Br (-0.257, -1.956, 8.157)
Br (-3.440, -1.864, 8.223)
H (-1.886, -1.990, 6.301)
C (-6.142, 2.702, -1.955)
Br (-4.708, 3.222, -3.129)
Br (-6.886, 1.004, -2.461)
Br (-5.579, 2.714, -0.114)
H (-6.923, 3.440, -2.057)
C (-0.664, 4.247, -2.278)
Br (-0.979, 2.684, -1.197)
Br (0.518, 5.481, -1.401)
Br (-0.031, 3.761, -4.029)
H (-1.616, 4.742, -2.403)

Values from the calculation:
2S+1	1
net charge	0
HOMO-LUMO gap	0.333	Ha

Atom charges from the natural (NBO) analysis, given in e for atoms 1 to 6:
1 N -0.318
2 C 0.295
3 C -0.316
4 C -0.442
5 C 0.051
6 F -0.371


5.
# C14H15BrCrN2O6S3Se

A molecular structure, C14H15BrCrN2O6S3Se (ωB97M-V/def2-TZVPD, OMol25).

Atoms and positions in Å:
Cr (-0.466, -0.144, 1.038)
O (3.754, -3.531, 4.091)
C (2.800, -2.838, 3.423)
C (2.962, -2.398, 2.114)
C (1.930, -1.700, 1.535)
N (0.772, -1.421, 2.157)
C (0.643, -1.842, 3.409)
Br (-0.930, -1.474, 4.364)
C (1.618, -2.558, 4.084)
H (4.521, -3.648, 3.519)
H (3.869, -2.583, 1.555)
H (2.022, -1.326, 0.526)
H (1.461, -2.879, 5.101)
O (-1.510, 1.348, 0.054)
C (-2.835, 1.464, -0.474)
C (-2.964, 0.807, -1.830)
C (-2.323, 1.591, -2.982)
C (-0.824, 1.483, -2.997)
C (-0.176, 0.447, -3.663)
C (1.199, 0.346, -3.566)
C (1.885, 1.279, -2.803)
C (1.157, 2.287, -2.191)
N (-0.162, 2.405, -2.298)
H (-1.115, 2.227, 0.297)
H (-3.062, 2.532, -0.545)
H (-3.530, 1.005, 0.232)
H (-4.032, 0.688, -2.037)
H (-2.545, -0.198, -1.775)
H (-2.576, 2.651, -2.896)
H (-2.734, 1.229, -3.928)
H (-0.753, -0.289, -4.207)
H (1.725, -0.464, -4.055)
H (2.959, 1.230, -2.679)
H (1.649, 3.031, -1.575)
S (-2.802, -3.520, -0.868)
C (-1.932, -2.313, -0.158)
S (-2.420, -1.451, 1.272)
S (-0.433, -1.689, -0.786)
O (-0.464, 1.115, 2.637)
Se (0.697, 2.142, 1.961)
O (1.851, 2.607, 2.976)
O (1.208, 1.019, 0.798)
O (-0.093, 3.334, 1.171)

Values from the calculation:
energy relative to the best compared isomer or geometry (same formula, charge and spin)	0.0	kJ/mol
2S+1	4
net charge	-1
HOMO-LUMO gap (alpha / beta)	0.256 / 0.255	Ha
expectation value of S²	3.804

Atom charges from the natural (NBO) analysis, given in e for atoms 1 to 6:
1 Cr 1.058
2 O -0.649
3 C 0.367
4 C -0.337
5 C 0.127
6 N -0.501


6.
# C14H15BrN2O2S2

A single C14H15BrN2O2S2 molecule in a non-equilibrium geometry (ωB97M-V/def2-TZVPD, OMol25).

Atoms and positions in Å:
C (-3.109, -1.022, -1.779)
N (-3.840, -0.711, -0.562)
C (-5.261, -1.050, -0.730)
S (-3.803, 1.010, 0.104)
O (-4.251, 1.903, -0.979)
O (-4.681, 1.141, 1.265)
C (-1.980, 1.200, 0.505)
C (-1.140, 2.376, 0.402)
C (0.215, 2.287, 0.703)
C (0.855, 1.153, 1.128)
S (2.579, 1.412, 1.733)
C (3.682, 0.520, 0.677)
C (3.724, 0.701, -0.712)
C (4.531, 0.051, -1.554)
C (5.367, -0.918, -1.022)
C (5.321, -1.311, 0.289)
C (4.467, -0.500, 1.149)
Br (4.491, -0.842, 3.022)
C (0.122, -0.010, 1.210)
N (0.741, -1.202, 1.687)
C (-1.263, -0.026, 0.915)
H (-3.331, -2.104, -2.088)
H (-1.950, -0.863, -1.717)
H (-3.503, -0.397, -2.581)
H (-5.778, -0.327, -1.334)
H (-5.442, -2.052, -1.167)
H (-5.822, -1.105, 0.222)
H (-1.651, 3.254, 0.241)
H (0.771, 3.176, 0.765)
H (3.232, 1.573, -1.011)
H (4.616, 0.318, -2.645)
H (6.108, -1.402, -1.744)
H (5.932, -2.162, 0.733)
H (1.726, -1.083, 2.067)
H (0.183, -2.021, 1.854)
H (-1.860, -0.965, 0.954)

Values from the calculation:
energy relative to the best compared isomer or geometry (same formula, charge and spin)	146.1	kJ/mol
2S+1	1
SMILES string	CN(C)S(=O)(=O)c1ccc(Sc2ccccc2Br)c(N)c1
net charge	0
HOMO-LUMO gap	0.317	Ha

Atom charges from the natural (NBO) analysis, given in e for atoms 1 to 6:
1 C -0.437
2 N -0.632
3 C -0.450
4 S 2.177
5 O -0.926
6 O -0.889


7.
# C14H15Cl2IN2O2V

A molecular structure, C14H15Cl2IN2O2V in a non-equilibrium geometry (ωB97M-V/def2-TZVPD, OMol25).

Atoms and positions in Å:
C (0.205, 0.747, 1.606)
C (0.424, -0.708, 1.657)
H (1.019, 1.437, 1.421)
H (0.006, 0.848, 2.648)
H (-0.710, 1.115, 1.134)
H (0.766, -1.709, 1.182)
H (1.066, -0.737, 2.518)
H (-0.583, -0.997, 1.879)
C (0.330, 2.641, -1.596)
C (0.166, 3.493, -2.689)
C (-0.080, 2.940, -3.958)
C (-0.223, 1.550, -4.111)
H (0.526, 2.958, -0.564)
H (0.251, 4.574, -2.537)
H (-0.174, 3.577, -4.833)
H (-0.445, 1.040, -5.055)
N (0.277, 1.288, -1.771)
C (-0.066, 0.732, -2.987)
C (-0.218, -0.719, -2.955)
N (0.005, -1.277, -1.706)
C (-0.339, -2.581, -1.479)
C (-0.730, -2.910, -3.840)
C (-0.664, -3.439, -2.535)
H (-0.327, -2.878, -0.427)
H (-0.843, -4.503, -2.331)
C (-0.555, -1.528, -4.055)
H (-0.656, -1.026, -5.035)
H (-0.945, -3.557, -4.688)
V (1.007, -0.081, -0.531)
I (3.453, -0.182, -0.668)
Cl (-3.192, -2.474, 1.367)
C (-3.725, -0.821, 1.704)
Cl (-2.818, -0.108, 3.060)
C (-3.436, 0.098, 0.377)
O (-4.501, 0.699, 0.136)
O (-2.311, 0.028, -0.118)
H (-4.800, -0.787, 1.913)

Values from the calculation:
2S+1	4
net charge	0
HOMO-LUMO gap (alpha / beta)	0.235 / 0.228	Ha
expectation value of S²	3.773

Atom charges from the natural (NBO) analysis, given in e for atoms 1 to 6:
1 C -0.679
2 C -0.782
3 H 0.218
4 H 0.279
5 H 0.287
6 H 0.276


8.
# C14H15Cl3GeIrN5S

A molecular structure, C14H15Cl3GeIrN5S in a non-equilibrium geometry (ωB97M-V/def2-TZVPD, OMol25).

Atoms and positions in Å:
Ir (-0.060, -0.167, 0.094)
C (1.971, 4.374, 1.804)
N (1.073, 4.233, 0.648)
C (0.636, 5.261, -0.158)
C (-0.147, 4.725, -1.106)
N (-0.195, 3.347, -0.881)
C (0.566, 3.083, 0.204)
S (0.959, 1.633, 1.048)
C (-0.930, 2.443, -1.678)
C (-1.666, 2.922, -2.753)
C (-2.385, 2.047, -3.544)
C (-2.378, 0.690, -3.242)
C (-1.646, 0.288, -2.158)
N (-0.916, 1.134, -1.390)
H (2.201, 5.425, 1.943)
H (2.896, 3.826, 1.630)
H (1.494, 3.990, 2.705)
H (0.912, 6.290, 0.003)
H (-0.653, 5.236, -1.903)
H (-1.696, 3.972, -2.990)
H (-2.958, 2.423, -4.382)
H (-2.929, -0.032, -3.828)
H (-1.644, -0.760, -1.864)
N (2.874, -1.194, 1.039)
C (2.545, -1.730, -0.146)
C (3.410, -2.652, -0.766)
C (3.054, -3.247, -1.942)
C (1.824, -2.915, -2.547)
C (1.040, -1.990, -1.950)
N (1.379, -1.387, -0.764)
H (3.736, -1.462, 1.487)
H (2.238, -0.616, 1.559)
H (4.347, -2.886, -0.279)
H (3.710, -3.970, -2.408)
H (1.506, -3.368, -3.475)
H (0.118, -1.680, -2.419)
Cl (-2.166, -3.165, 0.578)
Ge (-1.763, -1.334, 1.542)
Cl (-3.479, -0.110, 1.587)
Cl (-0.956, -1.607, 3.465)

Values from the calculation:
energy relative to the best compared isomer or geometry (same formula, charge and spin)	223.9	kJ/mol
2S+1	2
net charge	+3
HOMO-LUMO gap (alpha / beta)	0.203 / 0.206	Ha
expectation value of S²	0.756

Atom charges from the natural (NBO) analysis, given in e for atoms 1 to 6:
1 Ir 0.789
2 C -0.433
3 N -0.269
4 C 0.013
5 C -0.038
6 N -0.323